Computed, not measured: an isolated ion of composition C7H12NO2 and charge +1 in a non-equilibrium geometry, with wB97M-V/def2-TZVPD.

Charge: +1
LUMO (alpha / beta), hartree: -0.1606 / -0.1605
HOMO-LUMO gap (alpha / beta), eV: 9.0 / 9.0
Energy, eV: -13026.753
Relative energy (zero: lowest compared OMol25 entry of this formula, charge and spin), kcal per mole: 130.51

Each line ends with the natural charge from an NBO analysis.
CARTESIAN COORDINATES (ANGSTROEM)
C: -1.671 -1.918 1.839  -0.398
C: -0.402 -1.723 1.885  0.025
C: -2.483 -0.967 1.039  0.769
C: -0.488 -0.242 -0.073  0.399
C: -0.809 1.661 1.399  -0.591
C: 1.504 -1.292 -1.509  -0.405
C: -0.077 1.158 0.170  -0.534
N: 0.102 -0.791 -1.407  -0.575
O: -3.645 -0.836 1.216  -0.462
O: -1.892 -0.385 -0.023  -0.528
H: -2.236 -2.543 2.478  0.291
H: 0.643 -1.708 2.150  0.254
H: -0.462 2.569 1.634  0.229
H: -0.703 1.021 2.240  0.211
H: -1.960 1.556 1.360  0.229
H: 2.011 -0.728 -0.787  0.231
H: 1.494 -2.362 -1.283  0.240
H: 1.927 -1.329 -2.480  0.253
H: 1.092 1.154 0.432  0.235
H: -0.357 1.877 -0.538  0.236
H: -0.660 -1.385 -1.768  0.451
H: -0.107 0.135 -1.986  0.440